{"formula": "C7H13N2O2", "method": "ωB97M-V with the def2-TZVPD basis set", "lumo_ev": [3.8, 3.8], "total_charge": -1, "homo_energy_ev": [-2.0, -2.0], "smiles": "C=C(C)NC(=O)C(C)(C)[N-]O", "total_energy_ha": -534.355166, "max_force_ev_per_a": 5.37, "gap_ev": [5.78, 5.77], "e_above_lowest_kcal_mol": 56.8, "elements": ["C", "C", "C", "N", "C", "O", "C", "C", "C", "N", "O", "H", "H", "H", "H", "H", "H", "H", "H", "H", "H", "H", "H", "H"], "coordinates": [[2.13077, -0.41560, 1.01362], [1.87705, 0.56319, 0.09871], [2.18053, 0.45227, -1.35523], [0.69587, 1.41359, 0.41420], [-0.58929, 1.17652, 0.29192], [-1.45571, 2.01419, 0.40223], [-1.18280, -0.25641, -0.08990], [-1.74370, -0.73435, 1.25644], [-2.33368, 0.14733, -1.08062], [-0.30009, -1.19849, -0.67976], [0.30205, -2.07399, 0.14080], [1.90661, -0.08381, 1.98089], [2.98127, -1.01545, 0.93784], [2.81803, 1.15239, -1.79373], [1.28991, 0.43090, -1.82322], [2.61500, -0.56666, -1.64202], [0.98056, 2.42548, 0.34136], [-1.22261, -0.42136, 2.19858], [-1.67461, -1.85081, 1.32330], [-2.86605, -0.38043, 1.57632], [-1.95480, 1.09787, -1.64508], [-3.21530, 0.39304, -0.53899], [-2.45417, -0.68483, -1.86635], [1.21517, -1.58459, 0.53865]], "atomic_forces_ev_per_a": [[0.5, 1.7, -0.5], [-2.8, -1.1, -0.3], [2.4, -2.6, 1.0], [5.0, 2.0, -0.3], [-2.6, -2.0, -1.1], [-0.2, 2.1, 0.8], [0.1, 0.4, 1.3], [-2.5, -0.6, 2.6], [2.3, -0.1, -2.5], [0.2, 1.0, -2.2], [1.2, 0.0, 1.7], [-0.8, -0.3, 1.6], [1.4, -0.9, -0.3], [1.2, 1.6, -0.5], [-3.0, 0.2, -1.9], [-0.4, 1.2, 0.8], [-1.0, -1.4, 0.4], [0.2, 0.0, -1.0], [-0.4, 0.9, -0.3], [2.4, -0.8, -1.3], [-1.0, -1.8, 0.8], [-0.8, 0.1, 0.2], [0.0, 1.1, 1.4], [-1.4, -0.6, -0.2]]}

{"formula": "ClO4S", "method": "ωB97M-V with the def2-TZVPD basis set", "lumo_ev": [2.6, 1.8], "total_charge": -1, "homo_energy_ev": [-4.2, -3.2], "total_energy_ha": -1159.276245, "max_force_ev_per_a": 2.30, "gap_ev": [6.79, 5.04], "elements": ["O", "O", "O", "O", "S", "Cl"], "coordinates": [[-1.03670, -1.21274, -0.97283], [-1.23798, -0.40590, 1.42707], [-1.70336, 1.07152, -0.44062], [2.03641, 0.96248, 0.01743], [-1.09783, -0.12240, 0.00831], [3.03945, -0.29296, -0.03937]], "atomic_forces_ev_per_a": [[0.4, 1.1, 1.6], [0.6, -0.2, -1.1], [-0.3, 1.7, -0.6], [-1.4, 0.4, 0.0], [0.0, -2.3, 0.2], [0.6, -0.7, 0.0]]}

{"formula": "C11H18O3S", "method": "ωB97M-V with the def2-TZVPD basis set", "lumo_ev": 0.4, "homo_energy_ev": -8.0, "smiles": "O=C1[C@H]2CCC[C@@H]12.O=[S@]1(O)=CCCCC1", "total_energy_ha": -1053.650192, "max_force_ev_per_a": 3.62, "gap_ev": 8.41, "e_above_lowest_kcal_mol": 53.9, "elements": ["O", "C", "C", "C", "C", "C", "C", "H", "H", "H", "H", "H", "H", "H", "H", "O", "S", "O", "C", "C", "C", "C", "C", "H", "H", "H", "H", "H", "H", "H", "H", "H", "H"], "coordinates": [[1.14831, 0.30415, 1.61976], [1.98804, -0.38015, 1.10233], [2.38169, -1.42333, 0.07955], [2.64097, -0.93809, -1.30104], [3.70434, 0.15407, -1.18196], [4.41058, -0.07514, 0.28163], [3.41596, -0.85305, 1.10869], [1.86122, -2.45766, 0.06517], [1.72899, -0.51292, -1.69400], [2.90251, -1.80792, -1.96107], [4.54921, -0.09736, -1.86598], [3.23610, 1.19180, -1.25317], [5.28506, -0.69336, 0.08932], [4.84006, 0.88269, 0.50784], [3.76752, -1.44289, 1.89870], [-1.92130, 2.91276, 0.39764], [-1.90024, 1.50337, 0.30813], [-1.91196, 0.85308, 1.88846], [-0.85782, 0.83531, -0.82684], [-0.88977, -0.68482, -0.84936], [-2.31958, -1.15492, -1.16065], [-3.43454, -0.74258, -0.08490], [-3.59567, 0.73578, -0.06674], [-0.99590, 0.62517, 2.06289], [0.10130, 1.12017, -0.54388], [-0.40979, -1.20253, 0.00074], [-0.28062, -0.87381, -1.75818], [-2.28006, -2.21553, -1.16438], [-2.67656, -0.85330, -2.15442], [-4.33703, -1.13723, -0.59042], [-3.33681, -1.33682, 0.86224], [-3.87126, 1.05541, -1.01720], [-4.35515, 1.15389, 0.56780]], "atomic_forces_ev_per_a": [[0.2, -0.3, -0.1], [1.2, -1.0, -0.5], [-2.4, -1.3, 1.1], [0.3, -0.1, -0.9], [1.2, -0.3, 1.1], [-0.4, 0.0, -2.8], [-1.1, 1.4, -0.9], [1.1, 1.7, 0.7], [-0.2, 0.0, -0.4], [0.1, 0.9, 0.5], [-0.9, 1.1, 0.0], [1.0, -1.4, -0.2], [0.0, -0.4, 0.1], [-0.3, 0.5, 1.2], [0.4, -0.7, 1.2], [0.1, 1.8, 0.4], [-1.7, -3.2, -0.4], [-0.2, 0.7, -1.4], [-1.8, -0.5, 1.6], [-0.7, 0.5, -1.7], [-0.3, 0.2, 1.5], [0.3, -2.2, -1.6], [2.1, 0.6, 1.6], [0.7, -0.1, 0.2], [1.8, 1.3, 0.2], [-0.4, 0.2, -0.2], [-0.3, -0.5, 0.5], [-0.3, -1.2, -0.1], [0.4, 0.3, 0.3], [0.0, 0.1, 0.5], [0.1, 1.1, -0.6], [0.0, 0.7, -1.9], [0.1, 0.1, 0.9]]}

{"formula": "C3H4BrClF2O", "method": "ωB97M-V with the def2-TZVPD basis set", "lumo_ev": [-0.1, 0.0], "homo_energy_ev": [-8.8, -8.3], "total_energy_ha": -3425.732132, "max_force_ev_per_a": 3.45, "gap_ev": [8.64, 8.35], "e_above_lowest_kcal_mol": 58.9, "elements": ["C", "C", "C", "O", "F", "F", "Cl", "Br", "H", "H", "H", "H"], "coordinates": [[1.73070, -0.66548, 0.40004], [-2.20838, -0.16664, -0.62699], [0.08438, 0.95877, 0.07958], [0.63059, 0.16252, 0.94347], [0.85344, 1.02821, -1.11839], [-0.06296, 2.22318, 0.54536], [-3.37102, 0.84134, 0.10065], [-1.73719, -1.80951, 0.18993], [2.17316, -1.08884, 1.37433], [2.28611, 0.07964, -0.08606], [1.41732, -1.58528, -0.25915], [-1.79615, 0.02209, -1.54278]], "atomic_forces_ev_per_a": [[-0.9, -2.5, 2.2], [0.6, -0.2, 3.2], [0.0, 1.1, -2.1], [0.4, -1.3, 0.2], [-1.5, 0.4, 1.1], [-0.1, -1.0, -0.3], [0.2, -0.3, -0.3], [-0.5, 0.5, -0.4], [-0.3, 0.8, -1.8], [1.6, 0.0, -0.7], [0.2, 2.2, 1.1], [0.5, 0.4, -2.2]]}

{"formula": "BrH2OPS", "method": "ωB97M-V with the def2-TZVPD basis set", "lumo_ev": -0.9, "homo_energy_ev": -10.1, "smiles": "O=PS.Br", "total_energy_ha": -3389.999183, "max_force_ev_per_a": 3.86, "gap_ev": 9.23, "e_above_lowest_kcal_mol": 21.6, "elements": ["O", "P", "S", "H", "Br", "H"], "coordinates": [[-0.87417, -0.19361, 0.60797], [-1.35407, -0.18915, -0.76581], [-0.39147, 1.50619, -1.65284], [-0.70830, 1.44416, -2.85038], [1.65651, -1.87228, 2.67157], [1.67151, -0.69531, 1.98949]], "atomic_forces_ev_per_a": [[0.3, 0.0, 0.8], [-0.1, 0.3, -1.2], [1.1, 0.2, 3.7], [-1.2, -0.5, -3.3], [0.0, -1.5, 0.9], [-0.1, 1.5, -0.9]]}

{"formula": "C13H23N2OS3Y", "method": "ωB97M-V with the def2-TZVPD basis set", "lumo_ev": [-2.8, -2.8], "total_charge": 1, "homo_energy_ev": [-8.1, -10.3], "spin_multiplicity": 2, "total_energy_ha": -1926.446427, "max_force_ev_per_a": 4.48, "gap_ev": [5.29, 7.48], "e_above_lowest_kcal_mol": 72.1, "elements": ["Y", "S", "S", "C", "C", "C", "N", "C", "C", "H", "H", "H", "H", "H", "H", "H", "H", "C", "H", "H", "H", "H", "H", "H", "H", "C", "C", "H", "H", "H", "H", "O", "N", "C", "C", "C", "C", "C", "S", "H", "H", "H", "H"], "coordinates": [[-0.35047, -0.06862, -0.20744], [-0.64257, -2.43372, -0.69314], [-0.68807, 2.31208, -0.59584], [0.47973, -3.49182, 0.27266], [0.12253, -2.47912, -2.37364], [0.94083, -1.24442, -2.67484], [0.14233, -0.03792, -2.39304], [0.81523, 1.23548, -2.70274], [-0.08797, 2.39048, -2.33754], [-0.70687, -2.57952, -3.07134], [0.72223, -3.38072, -2.45504], [1.26683, -1.27552, -3.71904], [1.83043, -1.20452, -2.05204], [1.07743, 1.30218, -3.76294], [1.74063, 1.27008, -2.13454], [-0.98597, 2.39528, -2.95284], [0.40823, 3.34488, -2.48704], [0.55803, 3.31428, 0.27456], [-0.70147, -0.08532, -2.96024], [1.55353, 2.90518, 0.15036], [0.28653, 3.30188, 1.32366], [0.50653, 4.33288, -0.09534], [0.13303, -3.45362, 1.29896], [1.50233, -3.13572, 0.22096], [0.40443, -4.50982, -0.09454], [-3.68067, -0.12732, -0.42334], [-3.38327, -0.15652, -1.71284], [-3.85327, 0.80328, 0.10226], [-3.76497, -1.03272, 0.16416], [-3.29907, 0.74888, -2.30034], [-3.21077, -1.08712, -2.23854], [1.54263, -0.06372, 0.83846], [1.20743, 0.02888, 2.15846], [2.36813, 0.16058, 3.03066], [2.06503, 0.21508, 4.50106], [0.82173, 0.17678, 4.97046], [-0.32137, 0.07528, 4.06156], [-0.16977, 0.00258, 2.72906], [-1.80667, -0.11422, 1.84556], [2.93153, 1.07628, 2.75126], [2.89273, 0.29018, 5.19936], [0.64743, 0.22208, 6.04116], [-1.31407, 0.05748, 4.50366]], "atomic_forces_ev_per_a": [[1.3, 0.0, 4.3], [-0.2, -4.0, -1.3], [-0.4, 4.0, -1.2], [0.0, 0.1, 0.0], [-0.3, -0.2, 0.3], [0.2, -0.1, -0.2], [-0.1, 0.0, -2.3], [0.2, 0.1, -0.2], [-0.2, 0.2, 0.3], [-0.1, 0.0, -0.1], [0.1, -0.1, 0.0], [0.0, 0.1, 0.0], [0.2, 0.0, 0.2], [0.0, -0.1, 0.0], [0.2, 0.0, 0.1], [-0.1, 0.0, -0.1], [0.0, 0.1, 0.0], [-0.1, -0.1, 0.0], [-0.1, 0.0, -0.2], [0.1, -0.1, 0.0], [0.0, -0.1, 0.2], [-0.1, 0.1, -0.1], [-0.1, 0.1, 0.1], [0.1, 0.2, 0.0], [-0.1, 0.0, -0.1], [0.0, 0.0, 0.3], [0.6, 0.0, -0.3], [-0.1, 0.0, -0.1], [-0.1, 0.0, -0.1], [-0.1, 0.1, 0.0], [-0.1, -0.1, 0.0], [-1.6, 0.0, -1.2], [-0.7, 0.0, 3.2], [-1.9, 1.6, 1.4], [1.1, -0.3, -2.4], [-1.5, -0.4, 0.0], [1.0, 0.2, 1.3], [0.9, -0.2, -1.2], [1.5, 0.0, 0.5], [0.5, -1.0, -0.4], [0.1, 0.1, -0.3], [-0.1, 0.0, -0.2], [0.2, 0.0, -0.3]]}

{"formula": "C18H13Br2I2IrN4O", "method": "ωB97M-V with the def2-TZVPD basis set", "lumo_ev": [-9.3, -9.3], "total_charge": 2, "homo_energy_ev": [-13.6, -13.6], "total_energy_ha": -6834.916016, "max_force_ev_per_a": 3.26, "gap_ev": [4.32, 4.32], "e_above_lowest_kcal_mol": 131.2, "elements": ["Ir", "C", "C", "C", "C", "C", "C", "Br", "C", "C", "Br", "C", "O", "C", "N", "H", "H", "H", "H", "H", "H", "I", "C", "C", "N", "N", "C", "H", "H", "H", "I", "C", "C", "C", "C", "N", "C", "H", "H", "H", "H"], "coordinates": [[0.06640, 0.21970, -0.28090], [-3.74530, -0.21190, -0.20720], [-3.13370, 1.13780, -0.26750], [-3.83870, 2.26900, 0.19330], [-3.18960, 3.48950, 0.41620], [-1.86780, 3.60760, 0.08250], [-0.91470, 4.74470, 0.09950], [-1.72410, 6.51140, 0.16990], [1.30480, 4.61770, -0.04210], [2.09640, 3.38700, 0.14840], [3.84470, 3.05080, -0.28370], [1.05940, 2.40860, 0.69280], [1.33460, 1.16270, 1.08230], [-1.24110, 2.48950, -0.60790], [-1.88240, 1.24310, -0.68660], [-4.82880, -0.15250, -0.22930], [-3.45840, -0.68520, 0.73260], [-3.39170, -0.84140, -1.01970], [-4.87990, 2.16390, 0.45300], [-3.72510, 4.31380, 0.86200], [1.87870, 5.53040, -0.16090], [0.07360, 5.86820, -2.73520], [0.09860, 4.50050, -1.06910], [0.26710, 4.56940, 1.12410], [0.29500, 3.22270, 1.62590], [0.19640, 2.15410, -0.49430], [-0.14490, 3.06980, -1.52240], [0.32970, 5.32130, 1.90620], [0.57160, 3.10810, 2.59200], [-0.00260, 2.78930, -2.55760], [0.05300, -4.85530, 2.94300], [0.04100, -3.82520, 1.10200], [0.03800, -4.51300, -0.10820], [0.02530, -3.78200, -1.28690], [-0.00480, -2.40260, -1.21890], [-0.00900, -1.74160, -0.04710], [0.02470, -2.43290, 1.09140], [0.03810, -5.59270, -0.13220], [0.03200, -4.27720, -2.24520], [-0.02620, -1.79700, -2.12450], [0.05180, -1.86110, 2.01040]], "atomic_forces_ev_per_a": [[-1.5, 1.7, -0.1], [0.0, -0.2, -0.1], [-1.9, 0.8, 1.2], [0.7, -1.6, -0.2], [1.3, 0.7, -0.1], [-0.8, -0.1, 0.1], [-0.2, 0.9, 0.3], [0.2, -0.6, 0.2], [1.4, 0.4, 0.5], [0.4, 0.0, -0.7], [-1.7, 0.3, 0.5], [-0.2, -0.3, 1.3], [0.0, -0.6, -0.2], [-1.3, 0.7, 0.4], [3.0, -1.1, -0.8], [-0.1, 0.0, 0.0], [0.0, -0.1, 0.1], [0.0, 0.0, -0.1], [-0.1, 0.0, -0.1], [0.0, 0.2, -0.1], [0.0, 0.0, -0.1], [0.3, -0.6, 0.5], [-0.7, 0.3, -0.9], [-0.4, 0.2, -0.3], [0.6, -0.5, 0.2], [0.9, 1.7, -0.7], [0.1, -0.1, -0.8], [0.1, 0.0, -0.1], [0.1, -0.1, 0.0], [0.1, -0.1, 0.0], [0.0, 0.4, -0.6], [0.0, -0.1, 0.4], [0.0, 0.2, 0.2], [-0.1, 0.2, 0.1], [0.0, -0.4, -0.3], [0.1, -1.2, -0.1], [0.0, -0.5, 0.5], [0.0, -0.1, 0.0], [0.0, 0.0, -0.1], [0.0, -0.1, 0.1], [0.0, 0.0, 0.0]]}